Entry 1:
Entry from the Open Molecules 2025 dataset: an isolated ion of composition C4H10N3O and charge +1 (the ωB97M-V functional and the def2-TZVPD basis).

Values from the calculation:
E_HOMO = -14.37 eV
gap between HOMO and LUMO = 10.244 eV
LUMO energy = -4.1 eV
energy relative to the best compared isomer or geometry (same formula, charge and spin) = 72.8 kcal per mole
charge = +1
E = -10818.248 eV

XYZ file:
```
18
Properties=species:S:1:pos:R:3:forces:R:3:nbo_charge:R:1
C -1.730 1.627 -0.336 -2.3 -0.5 -0.4 -0.6707
C -1.325 0.243 0.147 1.6 0.1 2.0 0.1502
O -1.436 -0.704 -0.827 0.2 -0.2 -2.3 -0.7178
C 0.395 0.311 0.618 -4.2 -0.9 0.8 -0.0293
N 1.124 0.881 -0.472 0.8 -1.0 1.2 -0.0720
N 2.009 0.104 -0.833 1.5 1.8 -1.9 -0.0931
C 2.140 -1.148 -0.199 0.4 -0.7 3.1 -0.1306
N 0.960 -1.156 0.768 -1.7 1.4 -2.3 -0.5705
H -1.460 1.681 -1.426 -0.1 0.4 1.1 0.2240
H -1.398 2.488 0.243 0.4 -0.2 -0.1 0.2507
H -2.887 1.655 -0.257 1.8 0.0 -0.4 0.2546
H -1.938 -0.166 1.057 1.4 1.0 -1.4 0.2117
H -1.328 -0.282 -1.741 -0.2 -0.9 1.8 0.4984
H 0.238 0.803 1.619 1.2 -0.1 -1.1 0.2591
H 2.077 -1.896 -0.937 -0.4 -1.0 -0.9 0.2519
H 3.065 -1.457 0.457 -1.3 1.5 -1.6 0.2609
H 0.180 -1.791 0.432 1.0 0.5 1.0 0.4772
H 1.314 -1.194 1.686 -0.1 -1.0 1.5 0.4452
```
Positions in Å, forces in eV/Å.

---

Entry 2:
Entry from the Open Molecules 2025 dataset: C18H27CeN8S2 as an isolated structure (the ωB97M-V functional and the def2-TZVPD basis).

Values from the calculation:
E_HOMO (spin up / spin down) = -13.23 / -13.23 eV
expectation value of S² = 0.7508
gap between HOMO and LUMO (spin up / spin down) = 7.875 / 7.886 eV
LUMO energy (spin up / spin down) = -5.4 / -5.3 eV
energy relative to the best compared isomer or geometry (same formula, charge and spin) = 9.6 kcal per mole
spin multiplicity = 2
charge = +2
E = -65614.141 eV

XYZ file:
```
56
Properties=species:S:1:pos:R:3:forces:R:3:nbo_charge:R:1
Ce 0.166 -0.146 0.197 0.1 -0.6 0.3 1.4034
S 0.865 1.871 1.870 0.1 0.1 0.0 -0.2011
C -0.584 1.331 2.711 -0.1 -0.1 -0.1 0.1046
C -0.965 1.870 3.941 0.0 0.1 0.1 -0.2525
C -2.114 1.414 4.548 0.0 0.0 0.0 -0.1058
C -2.874 0.416 3.934 0.0 0.0 0.1 -0.2624
C -2.438 -0.078 2.733 0.1 -0.1 -0.1 0.0658
N -1.321 0.364 2.123 -0.1 0.1 0.2 -0.6111
H -0.349 2.641 4.385 0.0 0.0 0.0 0.2505
H -2.427 1.828 5.499 0.0 0.0 0.0 0.2439
H -3.784 0.040 4.380 0.0 0.0 0.0 0.2460
H -2.991 -0.854 2.217 0.0 0.0 0.0 0.2039
N 0.717 -1.666 -2.262 0.0 0.1 0.1 -0.6241
N 2.038 -1.732 -2.712 0.1 0.0 0.0 -0.4209
C 3.036 -1.043 -2.132 0.0 0.0 0.0 0.3500
N 4.245 -1.226 -2.654 0.0 0.1 0.0 -0.7416
S 2.844 0.027 -0.830 0.3 0.1 -0.1 -0.1547
H 0.399 -2.615 -2.091 0.0 0.0 0.1 0.3894
H 0.146 -1.269 -3.003 -0.1 0.0 0.0 0.3928
H 2.234 -2.319 -3.509 0.0 0.0 0.0 0.3997
H 4.425 -1.836 -3.436 0.0 0.0 0.0 0.4141
H 5.018 -0.710 -2.267 0.0 0.0 0.0 0.4403
C 1.135 -2.475 4.294 0.1 0.0 -0.1 -0.4126
N 1.274 -2.573 2.837 -0.1 0.1 0.1 -0.4177
C 2.247 -1.658 2.262 -0.1 -0.2 0.1 -0.4112
C 0.279 -3.085 2.071 0.0 -0.1 0.0 0.6905
N -0.042 -2.506 0.913 0.0 0.0 0.1 -0.9601
N -0.344 -4.193 2.521 -0.1 0.1 0.1 -0.4067
C 0.313 -5.188 3.372 -0.1 0.0 0.0 -0.4136
C -1.635 -4.593 1.977 0.1 0.0 0.0 -0.4216
H 1.118 -1.421 4.579 0.0 0.0 0.0 0.2141
H 1.968 -2.958 4.803 0.0 0.0 0.0 0.2198
H 0.206 -2.930 4.621 0.0 0.0 0.0 0.2235
H 3.165 -1.719 2.842 0.0 0.0 0.0 0.2445
H 1.924 -0.610 2.310 0.0 0.1 0.0 0.2061
H 2.478 -1.947 1.242 0.0 0.0 -0.1 0.2335
H -0.648 -3.126 0.387 0.0 -0.1 -0.1 0.3752
H 1.371 -4.966 3.464 0.0 0.0 0.0 0.2274
H 0.205 -6.168 2.908 0.0 0.0 0.0 0.2217
H -0.137 -5.226 4.365 0.0 0.0 0.0 0.2151
H -1.530 -5.231 1.095 0.0 0.0 0.0 0.2041
H -2.233 -3.718 1.727 0.0 0.0 0.0 0.2115
H -2.173 -5.157 2.736 0.0 0.0 0.0 0.2368
N -0.415 1.418 -1.590 -0.3 0.3 -0.5 -0.5452
C -0.185 2.474 -1.992 0.0 0.3 -0.1 0.5568
C 0.123 3.773 -2.492 0.0 -0.1 0.0 -0.1765
C -0.706 4.853 -2.182 -0.1 -0.1 0.1 -0.1502
C -0.380 6.105 -2.666 0.0 0.0 0.0 -0.1983
C 0.758 6.273 -3.446 0.0 0.0 0.0 -0.1301
C 1.582 5.194 -3.750 0.0 0.0 0.0 -0.2015
C 1.270 3.936 -3.275 0.0 -0.1 0.0 -0.1564
H -1.588 4.705 -1.570 0.0 0.0 0.0 0.2362
H -1.011 6.952 -2.434 0.0 0.0 0.0 0.2444
H 1.007 7.257 -3.822 0.0 0.0 0.0 0.2417
H 2.466 5.338 -4.356 0.0 0.0 0.0 0.2414
H 1.901 3.086 -3.496 0.0 0.0 0.0 0.2271
```
Positions in Å, forces in eV/Å.